(1)
35
Properties=species:S:1:pos:R:3:lowdin_charge:R:1 method="wB97M-V/def2-TZVPD" max_force_ev_per_a=3.3 gap_ev=10.0 e_homo_ev=-9.68 charge=0 smiles="O=COC[PH2]=O.CC#N.CC#N.CC#N.CC#N"
O -0.87 -1.79 0.29 0.1106
C -1.08 -1.55 -0.83 -0.3952
O -1.79 -0.47 -1.25 -0.0811
C -3.06 -0.35 -0.61 -0.3269
P -4.06 -1.91 -0.62 0.7076
O -3.70 -2.87 -1.70 -0.4441
H -0.70 -2.21 -1.62 0.0977
H -2.96 -0.04 0.45 0.0266
H -3.60 0.45 -1.11 0.0987
H -5.40 -1.49 -0.83 0.0125
H -4.00 -2.47 0.69 0.0185
C -0.86 2.60 1.61 -0.0471
C -2.19 1.99 1.58 -0.2438
N -3.22 1.50 1.57 0.1342
H -0.13 1.91 1.19 0.0869
H -0.87 3.52 1.01 0.0891
H -0.59 2.85 2.63 0.0195
C -1.87 2.92 5.97 -0.0548
C -0.86 3.52 5.10 -0.2661
N -0.07 3.99 4.42 0.1361
H -1.80 1.84 5.92 0.0848
H -1.72 3.25 6.99 0.0827
H -2.87 3.23 5.64 0.0846
C 2.68 -2.53 -2.87 -0.0855
C 1.36 -3.18 -2.90 -0.2633
N 0.34 -3.68 -2.93 0.1464
H 3.43 -3.21 -3.26 0.0507
H 2.66 -1.63 -3.47 0.0766
H 2.93 -2.27 -1.84 0.0830
C 5.84 0.18 -3.18 -0.0587
C 5.76 -1.29 -3.25 -0.2714
N 5.70 -2.42 -3.30 0.1450
H 5.73 0.50 -2.15 0.0826
H 6.80 0.51 -3.56 0.0825
H 5.05 0.62 -3.78 0.0810

(2)
29
Properties=species:S:1:pos:R:3:lowdin_charge:R:1 method="wB97M-V/def2-TZVPD" max_force_ev_per_a=2.1 e_above_lowest_ev=2.0768 gap_ev=9.4 e_homo_ev=-8.55 charge=0 smiles="C=C1CCCO1.C#CCCCN"
C -2.93 1.84 -0.78 0.0442
C -2.73 0.63 -0.25 -0.3804
C -3.53 -0.60 -0.58 -0.1229
C -2.86 -1.73 0.20 -0.1514
C -1.86 -1.03 1.10 -0.1643
O -1.75 0.32 0.63 -0.0558
H -3.65 1.98 -1.57 0.0602
H -2.38 2.72 -0.40 0.0555
H -3.54 -0.77 -1.64 0.1142
H -4.59 -0.47 -0.29 0.1268
H -3.57 -2.33 0.78 0.1140
H -2.32 -2.42 -0.47 0.1123
H -0.85 -1.47 1.10 0.1192
H -2.20 -0.99 2.14 0.1226
C 0.81 1.94 -0.09 0.1239
C 1.75 1.37 0.44 -0.1461
C 2.92 0.70 1.00 -0.2281
C 3.93 0.18 -0.05 -0.2185
C 3.32 -0.77 -1.07 -0.2936
N 2.60 -1.86 -0.36 -0.0046
H -0.07 2.45 -0.38 0.0030
H 3.43 1.39 1.70 0.1208
H 2.55 -0.14 1.60 0.1078
H 4.39 1.03 -0.57 0.1119
H 4.74 -0.32 0.50 0.1094
H 2.68 -0.18 -1.75 0.1034
H 4.11 -1.22 -1.71 0.1145
H 2.27 -2.51 -1.06 0.0559
H 1.73 -1.47 0.01 0.0460

Copy entry 2 word for word.
29
Properties=species:S:1:pos:R:3:lowdin_charge:R:1 method="wB97M-V/def2-TZVPD" max_force_ev_per_a=2.1 e_above_lowest_ev=2.0768 gap_ev=9.4 e_homo_ev=-8.55 charge=0 smiles="C=C1CCCO1.C#CCCCN"
C -2.93 1.84 -0.78 0.0442
C -2.73 0.63 -0.25 -0.3804
C -3.53 -0.60 -0.58 -0.1229
C -2.86 -1.73 0.20 -0.1514
C -1.86 -1.03 1.10 -0.1643
O -1.75 0.32 0.63 -0.0558
H -3.65 1.98 -1.57 0.0602
H -2.38 2.72 -0.40 0.0555
H -3.54 -0.77 -1.64 0.1142
H -4.59 -0.47 -0.29 0.1268
H -3.57 -2.33 0.78 0.1140
H -2.32 -2.42 -0.47 0.1123
H -0.85 -1.47 1.10 0.1192
H -2.20 -0.99 2.14 0.1226
C 0.81 1.94 -0.09 0.1239
C 1.75 1.37 0.44 -0.1461
C 2.92 0.70 1.00 -0.2281
C 3.93 0.18 -0.05 -0.2185
C 3.32 -0.77 -1.07 -0.2936
N 2.60 -1.86 -0.36 -0.0046
H -0.07 2.45 -0.38 0.0030
H 3.43 1.39 1.70 0.1208
H 2.55 -0.14 1.60 0.1078
H 4.39 1.03 -0.57 0.1119
H 4.74 -0.32 0.50 0.1094
H 2.68 -0.18 -1.75 0.1034
H 4.11 -1.22 -1.71 0.1145
H 2.27 -2.51 -1.06 0.0559
H 1.73 -1.47 0.01 0.0460

Please write out number 2 again, unchanged.
29
Properties=species:S:1:pos:R:3:lowdin_charge:R:1 method="wB97M-V/def2-TZVPD" max_force_ev_per_a=2.1 e_above_lowest_ev=2.0768 gap_ev=9.4 e_homo_ev=-8.55 charge=0 smiles="C=C1CCCO1.C#CCCCN"
C -2.93 1.84 -0.78 0.0442
C -2.73 0.63 -0.25 -0.3804
C -3.53 -0.60 -0.58 -0.1229
C -2.86 -1.73 0.20 -0.1514
C -1.86 -1.03 1.10 -0.1643
O -1.75 0.32 0.63 -0.0558
H -3.65 1.98 -1.57 0.0602
H -2.38 2.72 -0.40 0.0555
H -3.54 -0.77 -1.64 0.1142
H -4.59 -0.47 -0.29 0.1268
H -3.57 -2.33 0.78 0.1140
H -2.32 -2.42 -0.47 0.1123
H -0.85 -1.47 1.10 0.1192
H -2.20 -0.99 2.14 0.1226
C 0.81 1.94 -0.09 0.1239
C 1.75 1.37 0.44 -0.1461
C 2.92 0.70 1.00 -0.2281
C 3.93 0.18 -0.05 -0.2185
C 3.32 -0.77 -1.07 -0.2936
N 2.60 -1.86 -0.36 -0.0046
H -0.07 2.45 -0.38 0.0030
H 3.43 1.39 1.70 0.1208
H 2.55 -0.14 1.60 0.1078
H 4.39 1.03 -0.57 0.1119
H 4.74 -0.32 0.50 0.1094
H 2.68 -0.18 -1.75 0.1034
H 4.11 -1.22 -1.71 0.1145
H 2.27 -2.51 -1.06 0.0559
H 1.73 -1.47 0.01 0.0460